# C4H12N2O

A 2-piece molecular cluster, C4H12N2O overall in a non-equilibrium geometry (the ωB97M-V functional and the def2-TZVPD basis, the OMol25 dataset).

## Properties
E   -344.31248 hartree
HOMO   -6.82 eV
Energy above the lowest of the compared OMol25 structures with the same formula, charge and spin   190.5 kJ/mol
Structure (SMILES)   CC/C(N)=C/N.O
Net charge   0

CARTESIAN COORDINATES (ANGSTROEM)
C (0.488, 2.020, -0.893)
C (-0.841, 1.311, -0.582)
C (-0.771, -0.079, -0.072)
N (-0.968, -1.111, -0.993)
C (-0.878, -0.297, 1.260)
N (-0.481, -1.387, 2.062)
H (0.255, 3.041, -1.208)
H (1.039, 1.587, -1.728)
H (1.099, 2.100, 0.003)
H (-1.461, 1.311, -1.490)
H (-1.387, 1.944, 0.125)
H (-1.052, -2.021, -0.607)
H (-0.525, -1.055, -1.896)
H (-1.458, 0.450, 1.796)
H (-0.389, -1.221, 3.046)
H (0.246, -1.971, 1.713)
O (2.466, -1.545, 0.135)
H (3.027, -1.865, -0.572)
H (1.592, -1.211, -0.100)

---

# C4H12N2O

An isolated ion of composition C4H12N2O and charge +1 in a non-equilibrium geometry (the ωB97M-V functional and the def2-TZVPD basis, the OMol25 dataset).

## Properties
E   -343.98957 hartree
HOMO (alpha / beta)   -13.86 / -13.85 eV
Energy above the lowest of the compared OMol25 structures with the same formula, charge and spin   191.5 kJ/mol
Multiplicity   2
Net charge   +1

CARTESIAN COORDINATES (ANGSTROEM)
N (-0.007, 1.696, 0.166)
C (0.296, 0.508, -0.668)
C (-0.251, 0.618, -2.089)
O (-0.056, 1.925, -2.647)
C (-0.199, -0.886, -0.101)
N (0.642, -1.218, 1.041)
C (-0.031, -1.612, 2.279)
H (0.329, 1.630, 1.116)
H (-0.981, 1.923, 0.039)
H (1.390, 0.572, -0.611)
H (0.406, 0.015, -2.709)
H (-1.277, 0.264, -2.226)
H (0.289, 2.474, -1.914)
H (-0.206, -1.674, -0.874)
H (-1.237, -0.689, 0.156)
H (1.230, -0.407, 1.237)
H (-0.171, -0.702, 2.872)
H (0.715, -2.190, 2.847)
H (-0.881, -2.247, 2.087)

---

# C4H12N2O2

A 3-piece molecular cluster, C4H12N2O2 overall in a non-equilibrium geometry (the ωB97M-V functional and the def2-TZVPD basis, the OMol25 dataset).

## Properties
E   -419.49288 hartree
HOMO (alpha / beta)   -3.49 / -3.48 eV
Energy above the lowest of the compared OMol25 structures with the same formula, charge and spin   302.1 kJ/mol
Multiplicity   2
Net charge   -1

CARTESIAN COORDINATES (ANGSTROEM)
O (3.089, -0.269, -0.808)
C (2.396, 0.354, 0.117)
C (1.195, -0.266, 0.510)
C (0.304, -0.340, 1.700)
C (-1.205, -0.487, 1.168)
N (-1.561, 0.650, 0.355)
N (0.725, -1.169, -0.513)
H (2.898, 1.236, 0.490)
H (0.371, 1.530, -1.834)
H (0.350, 0.531, 2.389)
H (0.497, -1.261, 2.299)
H (-1.808, -0.649, 2.028)
H (-1.260, -1.351, 0.522)
H (-1.606, 0.369, -0.696)
H (-2.559, 0.979, 0.460)
H (1.605, -1.316, -1.092)
H (0.048, -0.651, -1.125)
H (0.460, 2.063, -1.360)
H (-2.102, 0.358, -2.630)
O (-1.837, -0.311, -1.981)

---

# C4H12N2O2

C4H12N2O2 as an isolated structure in a non-equilibrium geometry (the ωB97M-V functional and the def2-TZVPD basis, the OMol25 dataset).

## Properties
E   -419.44414 hartree
HOMO   -8.84 eV
Energy above the lowest of the compared OMol25 structures with the same formula, charge and spin   536.5 kJ/mol
Net charge   0

CARTESIAN COORDINATES (ANGSTROEM)
C (-2.524, 0.504, -0.566)
C (0.366, -2.063, -0.463)
N (-0.062, -0.675, -0.562)
O (-1.791, -0.687, -0.576)
H (0.061, -0.338, -1.515)
H (-3.537, 0.260, -0.920)
H (-2.102, 1.231, -1.272)
H (-2.634, 0.898, 0.450)
H (-0.084, -2.681, -1.245)
H (0.071, -2.448, 0.515)
H (1.457, -2.156, -0.523)
C (2.017, 1.166, 0.044)
C (0.587, 1.047, 0.595)
N (0.429, 0.236, 1.738)
O (-0.051, 2.142, 0.593)
H (-0.491, 0.343, 2.150)
H (1.222, -0.398, 1.849)
H (1.947, 1.342, -1.030)
H (2.590, 0.259, 0.251)
H (2.527, 2.021, 0.489)

---

Number 3 is which compound?
C4H12N2O2

---

Among the records above, which one has the highest E?
number 2